Computed, not measured: an isolated molecule of C5H11NO, with ωB97M-V/def2-TZVPD.

Cartesian coordinates (Å):
C 0.468 2.165 0.192
C 1.261 0.903 0.499
N 0.427 -0.324 0.449
C 0.147 -0.900 1.618
C 0.035 -0.701 -0.771
C -1.042 -1.699 -1.005
O -1.956 -1.247 -1.997
H 1.139 3.030 0.208
H -0.317 2.324 0.939
H 0.002 2.108 -0.795
H 2.069 0.763 -0.224
H 1.710 0.948 1.492
H -0.338 -1.864 1.636
H 0.360 -0.357 2.526
H 0.509 -0.213 -1.614
H -0.677 -2.663 -1.382
H -1.564 -1.907 -0.054
H -2.233 -0.365 -1.716

Properties
**Frontier orbital gap**: 7.6910 eV
**ΔE to the lowest compared entry with this formula, charge and spin**: 73.6 kcal per mole
**2S+1**: 1
**Total charge**: 0
**E_HOMO**: -6.75 eV
**Calculated total energy**: -327.014018 a.u.
**E_LUMO**: 0.9 eV